1.
This record from the Open Molecules 2025 dataset describes a 9-piece molecular cluster, C59H66N3O4 overall at a distorted geometry. The level of theory is wB97M-V/def2-TZVPD.

Structure (XYZ):
```
132
C59H66N3O4 (wB97M-V/def2-TZVPD)
C -1.64 -2.25 5.61
C -2.97 -1.69 5.06
C -3.13 -1.82 3.56
N -2.44 -0.77 2.80
C -1.61 0.15 3.29
N -1.16 0.91 2.30
C -0.17 1.97 2.52
C 1.07 1.70 1.71
N 1.77 2.64 1.24
C -1.75 0.50 1.11
C -1.53 1.16 -0.20
C -2.03 2.58 -0.12
O -1.35 3.54 -0.14
O -3.39 2.63 0.01
C -2.53 -0.58 1.44
C -3.38 -1.43 0.54
O -2.75 -1.51 -0.72
O -2.99 -2.85 -1.17
H -1.35 -3.12 5.01
H -0.86 -1.50 5.53
H -1.75 -2.55 6.65
H -3.11 -0.66 5.39
H -3.79 -2.25 5.51
H -4.19 -1.75 3.31
H -2.79 -2.79 3.21
H -1.33 0.25 4.32
H -0.58 2.94 2.25
H 0.11 1.94 3.57
H 1.32 0.64 1.56
H 2.57 2.26 0.75
H -0.48 1.16 -0.48
H -2.12 0.66 -0.96
H -3.63 3.11 0.81
H -4.38 -1.01 0.45
H -3.45 -2.44 0.95
H -2.68 -2.79 -2.09
C 4.56 -0.18 4.69
C 4.66 -1.30 5.51
C 3.57 -2.15 5.67
C 2.38 -1.88 5.01
C 2.28 -0.76 4.19
C 3.37 0.09 4.03
H 5.41 0.48 4.56
H 5.59 -1.51 6.01
H 3.66 -3.02 6.30
H 1.54 -2.54 5.13
H 1.35 -0.56 3.67
H 3.29 0.96 3.40
C 9.12 -1.27 2.82
C 9.91 -0.64 1.87
C 9.32 0.14 0.88
C 7.94 0.27 0.84
C 7.15 -0.37 1.79
C 7.74 -1.14 2.78
H 9.58 -1.88 3.59
H 10.99 -0.74 1.91
H 9.93 0.64 0.14
H 7.47 0.88 0.07
H 6.07 -0.26 1.76
H 7.12 -1.64 3.51
C -3.70 0.26 -6.07
C -3.33 1.56 -5.76
C -3.37 2.00 -4.45
C -3.79 1.13 -3.44
C -4.17 -0.17 -3.75
C -4.13 -0.60 -5.07
H -3.67 -0.08 -7.10
H -3.00 2.23 -6.54
H -3.08 3.01 -4.20
H -3.83 1.47 -2.42
H -4.49 -0.84 -2.97
H -4.43 -1.62 -5.32
C 0.76 -6.82 4.22
C 1.07 -5.53 4.66
C 0.95 -5.21 6.00
C 0.54 -6.17 6.92
C 0.24 -7.46 6.48
C 0.35 -7.78 5.14
H 0.85 -7.07 3.17
H 1.40 -4.79 3.95
H 1.19 -4.21 6.34
H 0.46 -5.92 7.97
H -0.08 -8.21 7.19
H 0.11 -8.78 4.80
C 8.24 5.56 1.34
C 8.38 4.43 2.13
C 7.31 3.56 2.29
C 6.11 3.82 1.64
C 5.97 4.95 0.85
C 7.04 5.82 0.70
H 9.08 6.24 1.22
H 9.32 4.22 2.63
H 7.41 2.68 2.90
H 5.27 3.14 1.76
H 5.03 5.16 0.35
H 6.94 6.71 0.09
C -4.41 -6.66 -7.31
C -4.68 -6.84 -5.97
C -4.30 -5.88 -5.05
C -3.65 -4.73 -5.48
C -3.37 -4.55 -6.83
C -3.76 -5.52 -7.74
H -4.71 -7.42 -8.03
H -5.19 -7.74 -5.63
H -4.51 -6.02 -3.99
H -3.35 -3.98 -4.76
H -2.87 -3.65 -7.16
H -3.54 -5.38 -8.80
C -3.42 6.57 2.04
C -3.65 7.73 2.77
C -2.61 8.61 3.03
C -1.34 8.34 2.54
C -1.11 7.18 1.80
C -2.15 6.30 1.55
H -4.24 5.89 1.83
H -4.65 7.95 3.14
H -2.79 9.51 3.60
H -0.53 9.02 2.74
H -0.12 6.97 1.42
H -1.97 5.40 0.98
C -4.25 0.70 -12.39
C -3.87 2.00 -12.08
C -3.92 2.44 -10.77
C -4.33 1.57 -9.76
C -4.70 0.27 -10.07
C -4.67 -0.16 -11.39
H -4.22 0.35 -13.42
H -3.55 2.67 -12.87
H -3.63 3.45 -10.53
H -4.36 1.92 -8.73
H -5.03 -0.40 -9.29
H -4.96 -1.18 -11.63
```

HOMO = -0.388 Ha
LUMO level = -2.63 eV
Orbital gap = 7.93 eV
Charge = +1

---

2.
This record from the Open Molecules 2025 dataset describes a 10-piece molecular cluster, C59H67NO2 overall. The level of theory is wB97M-V/def2-TZVPD.

Structure (XYZ):
```
129
C59H67NO2 (wB97M-V/def2-TZVPD)
C -7.77 0.15 -1.40
C -7.21 -0.53 -0.15
O -5.79 -0.58 -0.05
N -5.19 0.64 -0.42
C -4.72 1.42 0.72
C -5.48 2.74 0.84
O -4.90 3.74 0.01
C -5.52 3.87 -1.26
H -7.01 0.43 -2.12
H -8.34 1.02 -1.10
H -8.45 -0.53 -1.89
H -7.65 -0.09 0.75
H -7.51 -1.57 -0.15
H -4.41 0.36 -1.00
H -4.76 0.85 1.64
H -3.69 1.70 0.52
H -5.42 3.11 1.86
H -6.51 2.55 0.55
H -6.58 4.13 -1.16
H -5.47 2.95 -1.84
H -5.01 4.64 -1.80
C -3.64 -1.13 -5.44
C -3.69 -1.03 -4.05
C -4.82 -1.45 -3.37
C -5.90 -1.98 -4.06
C -5.85 -2.09 -5.44
C -4.72 -1.67 -6.13
H -2.76 -0.80 -5.97
H -2.86 -0.61 -3.51
H -4.87 -1.36 -2.29
H -6.79 -2.29 -3.52
H -6.69 -2.51 -5.99
H -4.68 -1.75 -7.21
C -2.83 5.35 2.03
C -2.05 4.77 3.02
C -1.05 5.50 3.64
C -0.83 6.83 3.27
C -1.61 7.41 2.29
C -2.61 6.67 1.66
H -3.60 4.77 1.54
H -2.22 3.74 3.31
H -0.43 5.05 4.40
H -0.04 7.40 3.75
H -1.44 8.44 2.00
H -3.22 7.12 0.89
C -4.39 -5.76 -8.47
C -4.97 -7.03 -8.48
C -5.50 -7.55 -7.31
C -5.47 -6.82 -6.14
C -4.89 -5.55 -6.13
C -4.35 -5.03 -7.29
H -3.97 -5.35 -9.38
H -5.00 -7.60 -9.40
H -5.95 -8.54 -7.32
H -5.89 -7.23 -5.23
H -4.87 -4.97 -5.21
H -3.90 -4.05 -7.28
C 4.57 6.45 3.59
C 3.26 6.61 3.15
C 2.53 5.50 2.73
C 3.12 4.24 2.75
C 4.43 4.09 3.19
C 5.15 5.19 3.61
H 5.13 7.32 3.91
H 2.80 7.59 3.14
H 1.51 5.61 2.39
H 2.55 3.38 2.43
H 4.88 3.10 3.21
H 6.17 5.08 3.94
C 8.38 1.34 3.79
C 8.24 0.15 4.49
C 7.51 0.13 5.68
C 6.93 1.30 6.16
C 7.08 2.48 5.46
C 7.81 2.51 4.28
H 8.95 1.36 2.87
H 8.68 -0.76 4.11
H 7.40 -0.80 6.23
H 6.37 1.28 7.08
H 6.62 3.39 5.83
H 7.92 3.44 3.73
C 8.86 -5.85 3.74
C 9.88 -5.54 2.84
C 10.48 -4.29 2.88
C 10.07 -3.35 3.80
C 9.05 -3.65 4.70
C 8.45 -4.90 4.66
H 8.39 -6.82 3.71
H 10.21 -6.28 2.12
H 11.28 -4.06 2.18
H 10.54 -2.37 3.83
H 8.73 -2.92 5.42
H 7.65 -5.14 5.36
C 2.31 0.49 2.67
C 1.10 0.85 2.10
C 0.43 -0.03 1.26
C 0.98 -1.27 0.99
C 2.19 -1.64 1.56
C 2.86 -0.75 2.39
H 2.83 1.18 3.32
H 0.66 1.82 2.32
H -0.52 0.25 0.82
H 0.46 -1.96 0.34
H 2.62 -2.61 1.34
H 3.81 -1.03 2.83
C -1.22 4.74 -3.31
C -1.92 4.66 -4.50
C -2.74 3.57 -4.75
C -2.86 2.56 -3.80
C -2.15 2.64 -2.61
C -1.33 3.73 -2.36
H -0.58 5.59 -3.12
H -1.83 5.45 -5.24
H -3.29 3.50 -5.68
H -3.51 1.71 -3.99
H -2.25 1.86 -1.87
H -0.78 3.80 -1.43
C 2.95 -6.32 -0.16
C 2.34 -5.57 0.84
C 0.96 -5.40 0.83
C 0.20 -5.98 -0.18
C 0.81 -6.73 -1.17
C 2.19 -6.90 -1.16
H 4.03 -6.45 -0.15
H 2.93 -5.12 1.62
H 0.48 -4.81 1.60
H -0.88 -5.85 -0.19
H 0.22 -7.18 -1.96
H 2.67 -7.48 -1.94
```

HOMO = -0.336 Ha
Structure (SMILES) = CCONCCOC.c1ccccc1.c1ccccc1.c1ccccc1.c1ccccc1.c1ccccc1.c1ccccc1.c1ccccc1.c1ccccc1.c1ccccc1
LUMO level = 0.48 eV
Orbital gap = 9.61 eV